Model 1:
ORCA calculation (ωB97M-V/def2-TZVPD) on an isolated molecule of C4H8OS.

Structure (XYZ):
```
14
C4H8OS (ωB97M-V/def2-TZVPD)
C 0.60316 -0.51441 -0.94019
C -0.42724 0.23986 -0.17102
C -1.43468 -0.59257 0.56387
C -0.39668 1.56308 -0.11429
O 2.58307 0.74383 0.38351
S 2.19972 -0.61857 0.03626
H 0.87443 -0.01178 -1.86561
H 0.32074 -1.54517 -1.13974
H -2.14212 0.03893 1.09344
H -0.94491 -1.24536 1.28589
H -1.98198 -1.22240 -0.13678
H 0.35198 2.13135 -0.63932
H -1.10244 2.12678 0.47028
H 1.49697 -1.09358 1.17369
```

Frontier orbital gap: 9.9 eV
Net charge: 0
Molecular weight: 104.2 g/mol

Model 2:
ORCA calculation (ωB97M-V/def2-TZVPD) on an isolated molecule of C4H8OS.

Structure (XYZ):
```
14
C4H8OS (ωB97M-V/def2-TZVPD)
C 2.22027 0.06556 0.48669
C -1.00936 1.22225 -0.09852
C 1.28056 0.92779 -0.34962
C -2.50301 -1.17774 -0.07614
O -0.00563 0.35920 -0.06600
S -2.53848 0.66465 -0.16645
H 2.42176 -0.93286 0.32801
H 1.85438 0.17898 1.53471
H 1.43630 2.00503 -0.19162
H 1.46072 0.66015 -1.46936
H 3.17102 0.53459 0.48973
H -3.64038 -1.51566 -0.25325
H -2.10296 -1.47789 0.78609
H -2.04519 -1.51406 -0.95430
```

Frontier orbital gap: 9.1 eV
Net charge: 0
Molecular weight: 104.2 g/mol

Model 3:
ORCA calculation (ωB97M-V/def2-TZVPD) on an isolated molecule of C4H8OS.

Structure (XYZ):
```
14
C4H8OS (ωB97M-V/def2-TZVPD)
C 0.00963 0.02230 1.83316
C 0.73380 -0.84811 0.84997
C 0.38408 -1.05526 -0.43521
C -0.83855 -0.65379 -1.19536
H 0.62076 1.18940 3.26871
H -0.80352 -0.55977 2.26252
H -0.47103 0.87004 1.47224
H 1.59433 -1.36160 1.24177
H 1.10676 -1.64543 -0.99357
H -1.10702 -1.36424 -2.01999
H -1.75947 -0.53781 -0.55748
H -1.34023 0.92666 -2.88887
O 0.92609 0.39534 2.88844
S -0.43644 0.90808 -1.95051
```

Frontier orbital gap: 9.8 eV
SMILES string: OC/C=C\CS
Net charge: 0
Molecular weight: 104.2 g/mol

Stability summary: most stable model 3, least stable model 2.

Model 1:
ORCA calculation (ωB97M-V/def2-TZVPD) on a cluster of 2 separate species, C4H14N3 in total.

Structure (XYZ):
```
21
C4H14N3 (ωB97M-V/def2-TZVPD)
C 0.85258 1.60920 -1.89563
C 0.19301 0.43167 -2.25525
N -1.19638 0.32173 -2.58862
H 0.31068 2.58887 -1.94578
H 1.88527 1.58841 -1.55660
H 0.75926 -0.48247 -2.22379
H -1.67963 1.14029 -2.27195
H -1.64987 -0.58682 -2.27719
N -0.69965 0.98928 0.72634
C 0.05785 0.08196 1.68953
C 0.03304 -1.37032 1.21836
N 0.86855 -2.14633 2.19778
H -0.18699 1.07677 -0.15977
H -1.62781 0.61263 0.53504
H -0.76793 1.92347 1.14235
H 1.08131 0.42240 1.72496
H -0.38580 0.14384 2.68197
H -0.97737 -1.77609 1.18014
H 0.52958 -1.42771 0.23466
H 0.74112 -3.15789 1.94953
H 1.85921 -1.98289 1.89391
```

Frontier orbital gap: 9.3 eV
Net charge: +1
Molecular weight: 104.2 g/mol

Model 2:
ORCA calculation (ωB97M-V/def2-TZVPD) on a cluster of 2 separate species, C4H14N3 in total.

Structure (XYZ):
```
21
C4H14N3 (ωB97M-V/def2-TZVPD)
N -0.63782 -0.70273 1.67193
C -1.62854 -1.63577 1.72579
N -1.24427 -2.96476 1.79074
H -1.48329 -1.11717 2.76745
H -0.99752 0.25372 1.81433
H -2.61202 -1.48792 1.26132
H -1.92621 -3.60919 1.40963
H -0.33898 -3.08491 1.34143
C 1.66971 1.17098 0.05006
N 0.50807 1.36407 -0.83695
C 0.84501 2.14794 -2.02603
C -0.04140 0.04164 -1.18029
H 2.02097 2.13798 0.38746
H 2.55447 0.67601 -0.39522
H 1.30492 0.54895 0.87176
H -0.10309 2.23736 -2.55788
H 1.15763 3.13754 -1.68769
H 1.64950 1.74939 -2.66656
H -1.11453 0.18161 -1.39904
H 0.03130 -0.58598 -0.28738
H 0.38608 -0.45875 -2.05486
```

Frontier orbital gap: 4.6 eV
Net charge: +1
Molecular weight: 104.2 g/mol

Stability summary: most stable model 1, least stable model 2.

Model 1:
ORCA calculation (ωB97M-V/def2-TZVPD) on a cluster of 2 separate species, C4H14N3 in total.

Structure (XYZ):
```
21
C4H14N3 (ωB97M-V/def2-TZVPD)
C 1.56320 -0.36867 -0.29971
C 0.52025 0.84971 1.59380
N 1.41458 -0.08358 1.12592
N -0.03102 1.90879 0.86457
N 0.47057 0.89839 2.98443
H 1.88930 -0.75793 1.81801
H -0.11584 1.73098 -0.21276
H -0.89294 2.24679 1.11945
H 1.13499 0.75633 3.68785
H -0.06873 1.72647 3.24793
H 2.58885 -0.39470 -0.49420
H 1.16120 0.25545 -1.11536
H 0.92961 -1.30637 -0.56628
C -1.75970 -0.48709 -1.43544
C -0.78536 -1.44126 -2.01522
H -1.65831 0.39399 -1.92257
H -2.83764 -0.66449 -1.61761
H -1.76877 -0.29413 -0.36050
H -0.71948 -2.29897 -1.13380
H 0.25351 -0.97916 -2.21284
H -1.28826 -1.69055 -3.05565
```

Frontier orbital gap: 11.0 eV
Net charge: +1
Molecular weight: 104.2 g/mol

Model 2:
ORCA calculation (ωB97M-V/def2-TZVPD) on a cluster of 3 separate species, C4H14N3 in total.

Structure (XYZ):
```
21
C4H14N3 (ωB97M-V/def2-TZVPD)
N 2.76466 -0.70972 0.98836
C 2.02316 2.90482 0.89331
C 1.14724 2.45156 0.01979
N -0.10251 -0.52950 -0.54422
C -0.97482 -1.24336 0.23540
C -2.23191 -1.75238 -0.65128
N -3.07570 -0.73603 -1.15646
H 2.89986 -0.41841 1.93828
H 1.86232 -0.80759 0.60571
H 3.60734 -1.04260 0.56705
H 2.70185 3.72304 0.71386
H 2.14415 2.37008 1.83931
H 1.07124 2.87584 -0.97274
H 0.75973 1.42779 0.11396
H 0.70106 -1.13344 -0.76869
H -0.41205 -1.98853 0.81929
H -1.38419 -0.56864 0.99501
H -2.86046 -2.49901 -0.16401
H -1.67104 -2.24902 -1.45444
H -2.60104 -0.03338 -1.71145
H -3.62653 -0.28972 -0.43329
```

Frontier orbital gap: 4.1 eV
Net charge: +1
Molecular weight: 104.2 g/mol

Stability summary: most stable model 1, least stable model 2.

Model 1:
ORCA calculation (ωB97M-V/def2-TZVPD) on a cluster of 2 separate species, C4H14N3 in total.

Structure (XYZ):
```
21
C4H14N3 (ωB97M-V/def2-TZVPD)
C 1.95462 -0.75442 -0.49949
C 0.07607 -1.31639 0.98146
N 1.29239 -0.80234 0.80792
N -0.80237 -1.47893 -0.00174
N -0.28411 -1.69434 2.22048
H 1.64797 -0.23854 1.56373
H -0.57126 -1.45248 -0.98440
H -1.79057 -1.47285 0.18158
H -1.20432 -2.03170 2.46141
H 0.13117 -1.13855 2.95561
H 2.63942 0.09003 -0.55326
H 1.24292 -0.53984 -1.28433
H 2.56949 -1.64248 -0.60626
C -0.47039 1.70071 -1.56810
C -1.21313 1.91598 -0.25013
H -0.85349 2.36742 -2.32457
H 0.57847 1.91852 -1.43893
H -0.58005 0.67930 -1.94729
H -1.27908 2.98390 -0.04014
H -0.86340 1.41361 0.64999
H -2.22035 1.49338 -0.32356
```

Frontier orbital gap: 11.6 eV
Net charge: +1
Molecular weight: 104.2 g/mol

Model 2:
ORCA calculation (ωB97M-V/def2-TZVPD) on a cluster of 2 separate species, C4H14N3 in total.

Structure (XYZ):
```
21
C4H14N3 (ωB97M-V/def2-TZVPD)
N 1.92194 -0.15757 2.21552
C 0.93082 0.71286 2.48438
N -0.10510 0.87864 1.74088
H 2.50415 -0.39382 3.00457
H 1.87624 -0.88469 1.51651
H 1.08912 1.32902 3.36377
H -0.68303 1.61474 2.13518
C 0.86563 -1.52201 -1.18332
C 0.12020 -0.27510 -1.64325
N -1.02850 -0.00877 -0.70967
C -2.03149 0.98019 -1.20461
H 0.48340 -2.43935 -1.60530
H 1.92040 -1.44709 -1.44010
H 0.80111 -1.58655 -0.09811
H 0.74002 0.61568 -1.64295
H -0.33932 -0.42518 -2.61710
H -0.70161 0.27464 0.27104
H -1.51797 -0.90035 -0.62363
H -1.53844 1.68777 -1.86033
H -2.48604 1.46959 -0.34838
H -2.82153 0.47735 -1.75508
```

Frontier orbital gap: 11.0 eV
Net charge: +1
Molecular weight: 104.2 g/mol

Model 3:
ORCA calculation (ωB97M-V/def2-TZVPD) on a cluster of 2 separate species, C4H14N3 in total.

Structure (XYZ):
```
21
C4H14N3 (ωB97M-V/def2-TZVPD)
C -2.46585 0.70864 -1.18183
C -0.49873 -0.56870 1.54361
C 0.57120 -2.24131 0.08813
C 1.43937 1.11975 0.11662
N 1.89594 1.99778 -0.89976
N 0.85618 -0.06758 -0.33656
N 0.24393 -0.89658 0.36656
H -2.18015 1.81857 -1.36491
H -3.27259 0.43562 -1.80660
H -2.64711 0.61140 -0.11745
H -0.71721 0.46495 1.57416
H -1.46439 -1.12421 1.63758
H 0.10585 -1.03730 2.38812
H -0.37922 -2.75897 -0.01278
H 1.23282 -2.34935 -0.77993
H 1.07796 -2.68927 0.87165
H 0.77451 1.73433 0.86201
H 2.28413 0.67005 0.68836
H 2.36784 2.79998 -0.58664
H -1.68184 -0.06271 -1.40830
H 2.45734 1.43491 -1.64204
```

Frontier orbital gap: 8.1 eV
Net charge: +1
Molecular weight: 104.2 g/mol

Stability summary: most stable model 2, least stable model 3.